The following is a DFT calculation (wB97M-V/def2-TZVPD) of C38H50AsClF2N4O7Si3Tl as an isolated structure at a distorted geometry.

Properties
Energy relative to the best compared isomer or geometry (same formula, charge and spin), kJ/mol: 519.86
Total charge: -1
Energy, a.u.: -6160.322255
HOMO-LUMO gap, eV: 4.09
HOMO level, eV: -4.0

Element x y z (Å)
Tl1 14.11116 15.38371 12.91935
O1 16.65723 17.35760 9.40004
C1 17.23428 18.49633 9.64517
C2 17.87269 19.15885 8.62731
C3 18.65493 20.25901 8.87734
C4 18.75574 20.76417 10.16272
C5 18.07655 20.11148 11.21181
C6 17.16419 19.11110 10.90819
C7 16.35143 18.42309 11.92388
O2 15.80247 17.29550 11.61131
N1 15.89480 19.07291 12.99930
N2 15.12117 18.44271 13.80913
C8 14.53591 19.06730 14.81664
C9 13.71868 18.43864 15.82940
C10 13.26562 19.28240 16.87626
C11 12.68082 18.82049 18.03234
C12 12.51842 17.44196 18.19299
C13 12.90285 16.54772 17.20040
C14 13.42861 16.98630 15.97593
O3 13.42015 16.15513 15.00611
H1 16.23276 17.14502 10.42132
H2 17.79891 18.75395 7.61630
H3 19.13302 20.76833 8.03770
H4 19.42257 21.62604 10.33300
H5 18.21392 20.45144 12.23382
H6 14.71108 20.11571 14.94509
H7 13.42001 20.37034 16.83667
H8 12.43289 19.59891 18.77678
H9 12.10677 17.16012 19.13158
H10 12.60256 15.53747 17.28810
Cl1 6.55171 17.30375 13.40340
C15 8.14444 16.92376 12.77151
C16 8.66554 17.27102 11.49684
C17 9.98831 17.15182 11.29368
C18 10.89042 16.40696 12.13361
O4 12.09551 16.28863 11.86150
C19 10.22412 15.76068 13.30895
C20 10.90637 14.59043 13.79290
O5 11.89339 14.06502 13.28948
C21 8.95503 16.15965 13.66476
H11 7.92348 17.67736 10.76830
H12 10.36337 17.67660 10.42410
H13 10.48994 14.17207 14.69396
H14 8.51364 15.81065 14.57594
C22 16.73450 10.47611 9.69716
Si1 15.87058 10.98126 8.08928
C23 16.04459 9.74658 6.60071
C24 16.41346 12.77005 7.61580
As1 13.56977 11.30436 8.82732
Si2 12.26920 12.44867 7.16357
C25 13.06828 12.16333 5.40699
C26 10.40117 11.88285 7.14738
C27 12.23581 14.35570 7.66440
Si3 12.52819 9.08373 8.61899
C28 12.00819 8.81242 6.82967
C29 13.93729 7.91054 9.20736
C30 11.07355 8.79432 9.83492
H15 17.78364 10.18360 9.53873
H16 16.25095 9.61667 10.15444
H17 16.58498 11.31127 10.42363
H18 16.33063 8.84977 7.10972
H19 16.82503 10.00376 5.89080
H20 15.13290 9.53217 6.00783
H21 17.52879 12.96232 7.71831
H22 16.04146 13.48667 8.38152
H23 16.18080 13.10551 6.57655
H24 13.21569 13.20951 5.08471
H25 12.37526 11.54850 4.83750
H26 14.05294 11.67213 5.45237
H27 9.94375 11.71697 6.13309
H28 9.98268 12.76118 7.69484
H29 10.32720 10.98544 7.81184
H30 12.87294 14.50309 8.53320
H31 11.16062 14.66596 7.81470
H32 12.58410 15.00875 6.91135
H33 12.85136 8.73551 6.11102
H34 11.28137 9.51584 6.36178
H35 11.49648 7.80189 6.72910
H36 13.75702 6.86158 8.82257
H37 13.92013 7.87444 10.33028
H38 14.88094 8.27315 8.82964
H39 11.26985 7.98515 10.51533
H40 10.17580 8.52928 9.26061
H41 10.80636 9.64196 10.46373
O6 11.13312 6.68532 14.60236
C31 10.65173 7.24789 15.82544
N3 11.43158 8.35153 16.33849
C32 12.64829 8.68846 15.83108
O7 13.23316 7.99976 14.98314
C33 13.28407 9.91234 16.48563
C34 12.82708 10.65569 17.52576
C35 13.67061 11.59976 18.06042
C36 14.84289 11.90684 17.44269
N4 15.19273 11.35363 16.30092
C37 14.49106 10.31845 15.88782
H42 12.04884 7.10259 14.48569
H43 10.54035 6.50457 16.64611
H44 9.67122 7.61897 15.54409
H45 11.05479 8.90783 17.08855
H46 11.93447 10.38897 18.04928
H47 13.37693 12.19786 18.89796
H48 15.53708 12.57341 17.90404
H49 14.86089 9.79560 15.05553
F1 16.43690 13.56968 14.42035
C38 15.26605 13.62007 13.68045
F2 15.61151 12.84258 12.56697
H50 14.53856 13.07052 14.32691